Entry 1:
This record from OMol25 describes a molecular structure, C12H28F6NO19P3S2V at a distorted geometry. The level of theory is ωB97M-V/def2-TZVPD.

```
72
Properties=species:S:1:pos:R:3:forces:R:3
V 0.705 0.404 0.220 -1.4 -1.2 0.0
O 4.134 1.083 -1.839 0.8 -0.5 2.2
C 3.067 0.936 -1.081 1.5 -0.2 -2.1
O 1.986 1.143 -1.668 -1.9 0.3 -0.5
O 2.906 0.538 0.078 0.8 0.8 0.1
H 3.879 1.160 -2.762 -0.2 0.2 -0.5
C -2.404 1.195 2.704 -1.7 -1.7 0.0
F -3.449 0.654 3.321 -0.7 -2.2 -0.8
F -2.774 1.460 1.404 1.0 -0.4 1.3
F -2.300 2.252 3.401 2.2 3.3 0.2
S -0.925 -0.042 2.852 -1.4 -1.3 2.7
O -0.917 -0.564 4.259 0.4 2.2 -4.0
O -1.150 -1.049 1.879 -0.4 -0.4 -1.4
N 0.348 0.910 2.182 -3.0 -1.5 1.9
S 1.021 1.444 3.487 6.6 1.8 5.3
O 0.270 1.783 4.698 -0.2 -0.4 -2.7
O 2.293 0.701 3.839 -3.2 1.6 -1.9
C 1.626 3.203 2.896 -2.0 -0.3 0.2
F 1.148 3.489 1.605 1.2 -0.4 1.3
F 1.162 4.161 3.695 -0.5 -0.3 -0.3
F 2.910 3.232 3.009 1.3 0.0 -1.0
C 0.459 -2.884 -3.605 0.3 -0.2 -0.9
O -0.371 -1.705 -3.464 -0.3 0.4 1.2
P -1.263 -1.388 -2.158 1.1 -0.4 0.6
O -0.519 -0.710 -0.971 -2.1 -1.6 -3.3
O -2.490 -0.529 -2.763 1.4 -2.6 2.8
C -2.303 0.370 -3.797 -0.8 1.2 -1.6
O -1.761 -2.886 -1.846 1.4 2.8 -1.5
C -2.263 -3.369 -0.618 -1.2 0.9 -0.1
H 1.491 -2.739 -3.286 -0.3 0.3 0.7
H 0.587 -3.054 -4.673 -0.5 0.2 -0.1
H -0.001 -3.779 -3.187 0.1 0.3 0.2
H -3.308 0.712 -4.043 0.0 0.1 -0.1
H -1.926 -0.170 -4.665 0.4 0.5 0.0
H -1.766 1.266 -3.484 0.4 -0.3 -0.2
H -2.138 -2.612 0.156 0.6 -0.5 0.4
H -1.788 -4.341 -0.483 -0.4 0.2 0.5
H -3.328 -3.340 -0.851 -0.2 -1.1 0.8
C -3.791 3.339 -1.312 -0.9 -1.0 -0.5
O -2.561 3.121 -2.063 2.8 1.0 1.8
P -1.096 3.348 -1.305 -1.0 2.1 -0.5
O -0.664 2.101 -0.616 0.7 0.4 -0.1
O -0.134 3.901 -2.543 -2.8 -0.2 1.6
C 1.193 4.428 -2.401 0.5 -0.9 1.0
O -1.285 4.654 -0.314 1.2 -2.4 -3.6
C -1.696 4.673 1.022 -0.7 0.7 0.9
H -4.275 2.364 -1.364 -0.4 0.2 -0.4
H -4.367 4.109 -1.825 0.1 -0.1 0.0
H -3.837 3.516 -0.237 1.2 0.5 0.0
H 1.576 4.862 -3.324 -0.5 -0.6 -0.3
H 1.692 3.521 -2.061 1.1 0.5 -0.3
H 1.359 5.220 -1.670 -0.8 -0.1 0.4
H -2.372 5.528 1.010 -0.1 0.0 0.7
H -0.835 4.885 1.656 -0.2 -0.2 0.1
H -2.266 3.801 1.344 0.4 -0.1 -0.1
C 0.195 -3.642 3.037 0.2 -0.3 3.8
O 0.501 -3.930 1.756 1.6 0.7 -5.9
P 1.586 -3.194 0.769 0.8 -1.8 1.1
O 1.456 -1.720 0.647 0.3 -0.5 0.2
O 3.066 -3.750 1.325 -3.6 0.4 -1.8
C 3.953 -2.928 2.064 0.0 0.1 0.4
O 1.447 -3.895 -0.691 -1.0 1.7 2.1
C 1.763 -5.213 -1.028 1.6 -2.0 0.2
H 0.519 -4.547 3.551 0.0 0.2 0.8
H -0.863 -3.537 3.280 -0.1 0.2 -0.8
H 0.715 -2.786 3.468 0.1 0.1 -0.2
H 4.905 -3.024 1.543 0.1 0.5 0.3
H 4.001 -3.349 3.068 0.3 0.2 0.0
H 3.547 -1.917 2.120 0.5 0.2 0.0
H 1.006 -5.992 -1.118 -1.1 0.9 -0.1
H 2.389 -5.680 -0.268 0.5 0.3 0.0
H 2.325 -5.198 -1.963 0.0 0.1 0.0
```
Forces are in eV/Å.

Output
2S+1   5
Total charge   +1
Expectation value of S²   6.009
Kohn-Sham gap (spin up / spin down)   8.72 / 4.45 eV
E_LUMO (spin up / spin down)   -0.10113 / -0.29921 Eh


Entry 2:
This record from OMol25 describes a molecular structure, C12H28F9O11Zr at a distorted geometry. The level of theory is ωB97M-V/def2-TZVPD.

```
61
Properties=species:S:1:pos:R:3:forces:R:3
Zr -0.175 0.875 0.337 -1.9 -2.8 -0.4
C -2.778 2.733 -0.841 1.6 -0.1 0.0
O -2.457 2.150 -2.096 -1.6 0.5 0.1
O -1.725 2.450 -0.011 1.3 -0.8 0.7
C -2.934 4.258 -1.047 0.8 0.5 0.4
F -4.003 4.537 -1.803 0.3 0.0 0.2
F -3.062 4.884 0.151 -0.2 -0.3 -0.7
F -1.837 4.807 -1.644 -0.6 -0.4 0.2
C -3.565 1.474 -2.706 -0.5 -0.7 -1.1
C -3.317 1.359 -4.200 0.9 0.2 -0.2
H -2.239 1.392 -4.387 0.0 -0.4 0.1
H -3.691 0.417 -4.595 -0.1 0.1 -0.1
H -3.675 2.203 -4.790 -0.4 -0.1 0.2
H -4.538 1.953 -2.571 0.3 0.5 0.4
H -3.685 0.469 -2.291 0.4 0.1 0.2
H -3.739 2.395 -0.446 -0.1 -0.3 -0.1
C -0.908 -2.064 -1.243 -0.1 -0.9 1.6
O 0.457 -2.218 -1.537 0.3 0.3 -0.7
O -1.103 -0.857 -0.666 0.7 2.5 0.3
C -1.767 -2.434 -2.485 0.0 0.8 -0.3
F -1.156 -2.026 -3.609 -0.3 0.1 -0.1
F -1.949 -3.758 -2.592 0.2 0.0 0.2
F -2.997 -1.893 -2.423 0.3 0.1 0.0
C 0.979 -3.531 -1.677 0.1 -0.6 -0.1
C 2.428 -3.468 -2.102 -0.2 -0.3 0.0
H 3.102 -2.986 -1.393 -0.1 0.1 0.1
H 2.736 -4.512 -2.191 0.3 0.1 -0.1
H 2.502 -2.999 -3.083 0.1 0.0 0.0
H 0.465 -4.103 -2.456 -0.3 0.2 0.1
H 0.853 -4.079 -0.737 0.0 0.1 0.0
H -1.200 -2.833 -0.508 0.1 -0.2 0.0
C 1.560 -1.144 2.699 -1.2 0.2 0.8
O 2.252 -0.228 3.518 0.8 -0.7 -0.3
O 0.674 -0.433 1.960 -0.7 1.7 -1.9
C 2.519 -2.110 1.957 0.2 0.5 -0.6
F 3.623 -1.454 1.480 -0.6 -0.6 0.2
F 2.944 -3.084 2.793 -0.2 0.5 -0.8
F 1.897 -2.683 0.896 0.6 0.1 0.9
C 3.062 -0.817 4.550 -0.8 0.5 1.3
C 3.433 0.324 5.497 0.4 -0.8 -0.5
H 3.963 1.095 4.941 0.0 0.1 0.2
H 2.545 0.721 5.983 0.0 0.1 -0.1
H 4.090 -0.095 6.260 0.1 0.2 0.1
H 3.916 -1.415 4.237 0.2 0.5 -0.6
H 2.458 -1.522 5.133 -0.3 -0.1 -0.2
H 0.948 -1.808 3.329 0.3 -0.3 0.2
O -1.977 0.367 1.712 -0.1 -0.2 0.8
H -1.740 0.260 2.645 0.1 -0.1 -0.2
H -2.919 0.168 1.657 0.1 0.0 -0.5
O 1.640 2.328 0.340 0.8 0.5 -0.2
H 1.642 3.244 0.023 -0.2 -0.2 -0.1
H 2.383 2.264 0.960 -0.3 -0.2 0.1
O 1.702 -0.154 -0.528 0.3 0.0 -0.8
H 1.516 -0.932 -1.108 -0.6 -0.2 0.3
H 2.655 -0.010 -0.569 -0.1 0.2 0.3
O 0.079 1.590 -1.770 0.3 0.8 -0.6
H -0.631 2.173 -2.121 -0.4 -0.5 0.3
H 0.788 1.601 -2.426 0.1 -0.4 0.3
O -0.101 2.195 2.205 0.1 0.2 1.3
H 0.289 1.823 3.017 0.1 -0.2 -0.4
H -0.231 3.139 2.377 -0.3 -0.1 -0.4
```
Forces are in eV/Å.

Output
2S+1   1
Total charge   +1
Relative energy (zero: lowest compared OMol25 entry of this formula, charge and spin)   0.0 kJ/mol
Kohn-Sham gap   9.35 eV
E_LUMO   -0.11686 Eh


Entry 3:
This record from OMol25 describes 2 unconnected molecules or ions with the total composition C12H28N2O3P at a distorted geometry. The level of theory is ωB97M-V/def2-TZVPD.

```
46
Properties=species:S:1:pos:R:3:forces:R:3
C -1.106 2.413 -0.006 0.1 0.1 -0.8
C -1.963 2.401 -1.313 0.7 -0.8 0.7
N -3.418 2.281 -1.055 0.4 0.8 0.2
P -4.245 3.828 -1.183 -1.0 -0.2 -2.1
C -5.842 3.581 -0.174 0.5 1.0 1.6
O -6.163 2.200 -0.060 0.8 -0.1 -0.6
O -7.567 2.028 -0.114 -0.8 0.6 0.4
H -1.170 3.367 0.550 0.0 -0.4 -0.3
H -1.358 1.577 0.670 -0.1 0.4 -0.4
H -0.061 2.236 -0.335 -0.5 0.3 0.4
H -1.687 3.244 -1.987 -0.2 -0.3 0.4
H -1.668 1.469 -1.845 -0.2 0.6 0.2
H -3.776 1.749 -1.843 -0.3 0.1 0.2
H -3.491 4.853 -0.528 -0.1 -0.9 0.8
H -5.655 4.003 0.845 -0.4 -0.4 -0.5
H -6.681 4.172 -0.591 0.5 -0.5 -0.2
H -7.709 1.354 -0.788 0.4 -0.1 -0.2
C 0.885 -3.052 1.204 0.2 -0.2 0.1
C 0.914 -1.873 0.205 -1.1 -1.8 0.6
C 1.475 -2.351 -1.143 0.4 0.2 -0.2
C 2.984 -2.582 -1.123 0.0 0.0 0.1
C 3.713 -1.351 -0.595 -0.3 -0.1 -0.4
C 3.178 -0.866 0.760 1.7 -0.5 1.4
N 1.696 -0.743 0.776 0.1 1.4 -2.8
O 1.377 0.344 0.110 -0.1 -0.3 1.0
C 3.641 -1.827 1.875 0.0 -0.4 0.0
C 3.864 0.464 1.116 -0.5 0.4 -0.3
C -0.566 -1.500 0.017 0.1 0.7 -0.1
H 0.861 -2.697 2.236 0.1 0.0 -0.1
H -0.008 -3.665 1.063 0.0 0.2 -0.1
H 1.725 -3.735 1.090 0.0 0.1 0.1
H 1.249 -1.612 -1.919 0.0 0.1 0.1
H 0.971 -3.273 -1.446 -0.1 0.1 0.2
H 3.230 -3.461 -0.519 0.0 0.0 0.0
H 3.331 -2.806 -2.134 0.0 0.0 0.0
H 4.781 -1.568 -0.516 0.0 0.1 0.2
H 3.619 -0.549 -1.335 -0.1 0.1 0.1
H 3.189 -1.561 2.833 0.0 0.0 -0.1
H 4.724 -1.773 2.000 0.0 0.2 -0.1
H 3.425 -2.874 1.674 -0.1 0.0 0.0
H 3.714 1.228 0.353 -0.2 -0.1 0.1
H 4.942 0.320 1.206 -0.1 -0.2 0.0
H 3.499 0.852 2.069 0.0 0.0 0.0
H -1.005 -1.150 0.955 0.0 0.0 0.0
H -1.136 -2.369 -0.313 0.2 -0.1 0.1
H -0.712 -0.728 -0.740 0.1 0.1 0.1
```
Forces are in eV/Å.

Output
2S+1   2
Expectation value of S²   0.754
Kohn-Sham gap (spin up / spin down)   8.43 / 7.63 eV
E_LUMO (spin up / spin down)   0.02989 / 0.00063 Eh


> What is the formula in the third record?

C12H28N2O3P


> The highest 2S+1 belongs to which entry?

C12H28F6NO19P3S2V